Record 1
{"formula": "C35H97N15O16", "method": "wB97M-V/def2-TZVPD", "gap_ev": [7.8, 2.9], "multiplicity": 2, "total_charge": 1, "lumo_ha": [-0.0713, -0.2523], "symbols": ["C", "O", "N", "N", "H", "H", "H", "H", "C", "O", "N", "N", "H", "H", "H", "H", "C", "O", "N", "N", "H", "H", "H", "H", "C", "O", "N", "N", "H", "H", "H", "H", "C", "O", "N", "N", "H", "H", "H", "H", "C", "O", "C", "C", "N", "C", "C", "O", "C", "H", "H", "H", "H", "H", "H", "H", "H", "H", "H", "H", "H", "H", "H", "H", "C", "O", "C", "C", "N", "C", "C", "O", "C", "H", "H", "H", "H", "H", "H", "H", "H", "H", "H", "H", "H", "H", "H", "H", "C", "O", "C", "C", "N", "C", "C", "O", "C", "H", "H", "H", "H", "H", "H", "H", "H", "H", "H", "H", "H", "H", "H", "H", "C", "O", "C", "C", "N", "C", "C", "O", "C", "H", "H", "H", "H", "H", "H", "H", "H", "H", "H", "H", "H", "H", "H", "H", "C", "O", "C", "C", "N", "C", "C", "O", "C", "H", "H", "H", "H", "H", "H", "H", "H", "H", "H", "H", "H", "H", "H", "H", "O", "H", "H"], "xyz": [[6.97911, -0.41478, -2.23547], [7.46942, -1.51396, -2.06824], [5.77077, -0.05150, -1.84036], [7.63911, 0.62777, -2.64975], [5.30061, -0.77743, -1.31876], [5.48103, 0.91523, -1.80037], [7.19484, 1.53438, -2.67763], [8.61286, 0.40144, -2.79361], [4.56764, -1.80581, 1.18547], [4.81256, -1.83014, 0.03352], [5.31208, -2.30927, 2.09864], [3.54069, -1.30946, 1.80016], [5.08625, -2.23517, 3.08028], [6.20016, -2.69537, 1.81169], [3.53612, -1.47898, 2.79582], [2.80287, -0.75205, 1.39394], [2.05232, 0.64066, -1.27711], [2.64283, 1.56411, -0.74409], [2.57313, -0.46447, -1.58518], [0.80896, 0.62495, -1.59748], [1.94096, -1.04677, -2.11564], [3.48576, -0.69365, -1.21818], [0.29107, 1.49015, -1.53979], [0.35358, -0.19384, -1.97473], [-0.61920, -2.91581, -2.18734], [-0.34693, -1.75988, -2.28227], [0.25064, -3.81311, -1.81123], [-1.76391, -3.45123, -2.43215], [1.24376, -3.73376, -1.64537], [-0.21075, -4.68219, -1.58337], [-2.60117, -2.96283, -2.71600], [-1.93789, -4.40983, -2.16586], [5.59094, 3.69040, -0.61032], [6.72954, 4.01469, -0.67914], [4.88817, 3.77329, 0.50077], [4.87761, 3.22942, -1.58911], [3.95033, 3.40284, 0.55838], [5.28655, 4.28897, 1.27244], [5.38669, 3.19442, -2.46073], [3.96904, 2.82319, -1.41712], [-0.61471, -0.14374, -9.35832], [0.09636, -0.26095, -8.08459], [-0.38642, -1.42328, -7.34357], [0.56968, -1.68058, -6.22214], [1.81399, -2.34835, -6.57454], [2.64600, -2.48496, -5.41435], [3.09868, -1.06403, -5.00749], [3.68946, -0.30254, -6.12872], [5.13284, -0.42702, -6.16083], [-0.13805, 0.68823, -9.87671], [-1.66591, -0.05734, -9.08338], [-0.42241, -1.09643, -9.85179], [-0.63835, -2.29322, -7.95007], [-1.35530, -1.33905, -6.85137], [0.01832, -2.27213, -5.49126], [0.76314, -0.72278, -5.73916], [2.32196, -1.74620, -7.20658], [3.56495, -3.05201, -5.56293], [2.07447, -2.93521, -4.60273], [3.78223, -1.14491, -4.16231], [2.29131, -0.47831, -4.56797], [5.64466, -0.12109, -5.24839], [5.59158, 0.19811, -6.92691], [5.48417, -1.44097, -6.35210], [-2.63572, -0.87048, -0.18352], [-3.35770, 0.06083, 0.56057], [-4.47318, -0.53890, 1.22973], [-4.95196, 0.22816, 2.36071], [-3.93112, 0.57473, 3.29297], [-3.89553, -0.12207, 4.59561], [-2.56487, 0.25975, 5.32507], [-1.51884, 0.00230, 4.40985], [-0.14526, -0.02909, 4.93264], [-1.89645, -0.25903, -0.70094], [-3.28141, -1.39598, -0.88710], [-2.23028, -1.57629, 0.54143], [-4.24205, -1.54210, 1.58787], [-5.23482, -0.74875, 0.47875], [-5.82638, -0.22927, 2.82360], [-5.31496, 1.05999, 1.75707], [-3.09002, 0.33269, 2.78892], [-4.02803, -1.19412, 4.44976], [-4.73855, 0.14013, 5.23488], [-2.35988, -0.29643, 6.23981], [-2.73075, 1.31141, 5.55870], [0.16199, -1.01543, 5.28024], [-0.04905, 0.58031, 5.83124], [0.64705, 0.25287, 4.23921], [-7.96123, -0.23824, -0.64681], [-6.90501, 0.73793, -0.48367], [-6.98360, 1.92358, -1.26935], [-5.75757, 2.76658, -0.93451], [-4.55240, 2.28587, -1.61485], [-3.45333, 3.24586, -1.45899], [-2.22078, 2.64673, -2.24891], [-1.17666, 3.66421, -2.31666], [-0.23812, 3.46070, -3.25990], [-7.67551, -1.22106, -0.27194], [-8.35492, -0.45633, -1.63956], [-8.68131, 0.07549, 0.10894], [-7.85156, 2.53268, -1.01688], [-6.89638, 1.79209, -2.34787], [-5.51633, 2.75405, 0.12838], [-5.97645, 3.82313, -1.08913], [-4.31975, 1.44631, -1.10386], [-3.19448, 3.50207, -0.43163], [-3.64702, 4.15992, -2.02032], [-2.52836, 2.58694, -3.29290], [-1.98994, 1.66963, -1.82455], [-0.63424, 3.55352, -4.27112], [0.38115, 2.56738, -3.17868], [0.45727, 4.29676, -3.18548], [2.81665, -5.59135, 7.38704], [2.41267, -5.98757, 6.10415], [3.41088, -6.33465, 5.20926], [2.79187, -6.94229, 3.93789], [1.90645, -6.03874, 3.26913], [2.48846, -5.43027, 2.09788], [1.41702, -4.57132, 1.37719], [1.07495, -3.36426, 2.04310], [0.33662, -2.38799, 1.36648], [3.39044, -4.67092, 7.27898], [3.36076, -6.37152, 7.91936], [1.94598, -5.21454, 7.92374], [3.96319, -7.13062, 5.70875], [4.07186, -5.49339, 5.00071], [2.08639, -7.73749, 4.17886], [3.53816, -7.43799, 3.31705], [1.77917, -5.33897, 3.98622], [2.94685, -6.11652, 1.38581], [3.31462, -4.80409, 2.43472], [0.53535, -5.20031, 1.25411], [1.91247, -4.31262, 0.44140], [0.73031, -2.16839, 0.37407], [0.31885, -1.52378, 2.03051], [-0.68291, -2.72690, 1.18262], [0.23622, 3.19507, 3.14076], [0.05131, 3.70418, 1.84004], [-1.05459, 2.97918, 1.27494], [-2.39622, 3.15755, 1.99790], [-2.65080, 4.63007, 2.02349], [-3.95237, 5.01096, 2.49221], [-4.21405, 4.65026, 3.97654], [-3.35323, 5.42164, 4.82113], [-3.51284, 5.25514, 6.27094], [1.25574, 2.86592, 3.34164], [-0.44558, 2.41737, 3.48489], [0.04346, 3.96244, 3.89048], [-0.87329, 1.91371, 1.13349], [-1.13066, 3.38450, 0.26597], [-2.35989, 2.95493, 3.06829], [-3.17594, 2.60672, 1.47185], [-1.87629, 5.09487, 2.47537], [-4.72174, 4.62109, 1.82574], [-3.83554, 6.08473, 2.34571], [-4.21758, 3.56877, 4.11244], [-5.15093, 5.08425, 4.32584], [-2.67916, 5.85646, 6.63356], [-3.32453, 4.21434, 6.53431], [-4.45115, 5.62076, 6.68807], [0.58392, 5.00147, -0.60967], [0.10331, 5.80452, -0.81055], [0.08824, 4.30930, -1.04720]], "lowdin_spin": [0.000, 0.000, 0.000, 0.000, 0.000, 0.000, 0.000, 0.000, 0.000, 0.000, 0.000, 0.000, 0.000, 0.000, 0.000, 0.000, 0.000, 0.000, 0.000, 0.000, 0.000, 0.000, 0.000, 0.000, 0.000, 0.000, 0.000, 0.000, 0.000, 0.000, 0.000, 0.000, 0.000, 0.000, 0.000, 0.000, 0.000, 0.000, 0.000, 0.000, 0.000, 0.000, 0.000, 0.000, 0.000, 0.000, 0.000, 0.000, 0.000, 0.000, 0.000, 0.000, 0.000, 0.000, 0.000, 0.000, 0.000, 0.000, 0.000, 0.000, 0.000, 0.000, 0.000, 0.000, 0.000, 0.000, 0.000, 0.001, 0.009, 0.001, 0.000, 0.000, 0.000, 0.000, 0.000, 0.000, 0.000, 0.000, 0.000, 0.000, 0.000, 0.000, 0.000, 0.000, 0.000, 0.000, 0.000, 0.000, 0.000, 0.000, 0.000, 0.000, 0.001, 0.001, 0.000, 0.000, 0.000, 0.000, 0.000, 0.000, 0.000, 0.000, 0.000, 0.000, 0.000, 0.001, 0.000, 0.000, 0.000, 0.000, 0.000, 0.000, 0.000, 0.000, 0.000, 0.000, 0.000, 0.000, 0.000, 0.000, 0.000, 0.000, 0.000, 0.000, 0.000, 0.000, 0.000, 0.000, 0.000, 0.000, 0.000, 0.000, 0.000, 0.000, 0.000, 0.000, 0.002, 0.005, 0.012, 0.077, 0.667, 0.069, 0.060, 0.004, 0.002, 0.000, 0.001, 0.000, 0.000, 0.000, 0.039, 0.002, 0.018, 0.007, 0.008, 0.003, 0.003, 0.000, 0.000, 0.000, 0.002, 0.000, 0.000]}

***

Record 2
{"formula": "C21H35BF4O14P", "method": "wB97M-V/def2-TZVPD", "gap_ev": 5.9, "total_charge": -1, "lumo_ha": 0.0644, "symbols": ["C", "P", "O", "B", "C", "F", "C", "C", "O", "C", "F", "F", "F", "H", "H", "H", "H", "H", "H", "H", "H", "H", "H", "H", "C", "C", "C", "O", "C", "O", "O", "H", "H", "H", "H", "H", "H", "C", "C", "C", "O", "C", "O", "O", "H", "H", "H", "H", "H", "H", "C", "C", "C", "O", "C", "O", "O", "H", "H", "H", "H", "H", "H", "C", "C", "C", "O", "C", "O", "O", "H", "H", "H", "H", "H", "H"], "xyz": [[-6.06143, 1.78235, 2.21169], [-6.78480, 1.75841, 0.50421], [-5.59603, 2.66316, -0.32676], [-6.37465, -0.14634, -0.03022], [-7.73204, -0.76684, -0.67464], [-6.07767, -0.86141, 1.20385], [-5.12443, -0.15813, -1.08073], [-3.79097, 0.14292, -0.40918], [-3.39337, -0.84914, 0.53199], [-2.62123, 0.23574, -1.37412], [-2.10748, -0.96099, -1.73441], [-2.91781, 0.87595, -2.53248], [-1.54643, 0.91200, -0.86650], [-6.04468, 2.79845, 2.61700], [-6.70947, 1.13702, 2.81429], [-5.05519, 1.34622, 2.23037], [-5.86751, 3.58597, -0.29948], [-8.08972, -0.21370, -1.55192], [-8.53024, -0.73418, 0.08415], [-7.58257, -1.82463, -0.93524], [-5.31926, 0.65296, -1.79863], [-5.04908, -1.08525, -1.67233], [-3.86326, 1.13388, 0.06296], [-3.85886, -0.66574, 1.35435], [0.32616, -2.37087, -2.82087], [1.60962, -3.15980, -2.87002], [2.27685, -3.21982, -4.22992], [2.92927, -4.49322, -4.20742], [2.25966, -5.28868, -3.33462], [2.42948, -6.45948, -3.22904], [1.38169, -4.56155, -2.61422], [-0.02019, -2.23606, -1.79970], [0.47751, -1.38301, -3.25930], [-0.45948, -2.88715, -3.37282], [2.31531, -2.80342, -2.11458], [3.01103, -2.43453, -4.39262], [1.54273, -3.21512, -5.04031], [1.23259, 0.57144, 0.48408], [2.24104, 1.56976, 0.98491], [3.65283, 1.34402, 0.48273], [4.45410, 1.84618, 1.56546], [3.72167, 1.76354, 2.69626], [4.16684, 1.92266, 3.79175], [2.43680, 1.48020, 2.41756], [0.21733, 0.86459, 0.74012], [1.29128, 0.47931, -0.59614], [1.41024, -0.40737, 0.93361], [1.91978, 2.59220, 0.76849], [3.88584, 1.87858, -0.43199], [3.87325, 0.28434, 0.34214], [5.65890, -0.30057, 6.89617], [4.34633, -1.04291, 6.92026], [3.31394, -0.54011, 5.93187], [2.07967, -0.81830, 6.60993], [2.32578, -0.83752, 7.93781], [1.49542, -0.84927, 8.78690], [3.66154, -0.84362, 8.17043], [6.40326, -0.79608, 7.51870], [6.03845, -0.24588, 5.87551], [5.51989, 0.71323, 7.27091], [4.50308, -2.11929, 6.80449], [3.33413, -1.05520, 4.97529], [3.39382, 0.53499, 5.76215], [1.42410, 2.85330, -5.95897], [1.36100, 1.72332, -4.96357], [0.70253, 2.06276, -3.64076], [1.40413, 1.20920, -2.72645], [2.62293, 0.94515, -3.24263], [3.51211, 0.43264, -2.63795], [2.68639, 1.34062, -4.53054], [1.77242, 2.50374, -6.92961], [0.43461, 3.29310, -6.08603], [2.11174, 3.62313, -5.60828], [0.89850, 0.83711, -5.40558], [-0.36063, 1.83915, -3.60337], [0.87088, 3.10187, -3.34843]], "lowdin_charge": [-0.333, 0.889, -0.407, -0.933, -0.113, -0.054, -0.100, -0.311, -0.007, -0.533, 0.119, 0.112, 0.092, 0.013, 0.027, 0.019, 0.010, 0.039, 0.037, 0.043, 0.095, 0.113, 0.136, 0.085, -0.014, -0.314, -0.097, 0.058, -0.570, 0.159, 0.090, 0.083, 0.077, 0.100, 0.158, 0.134, 0.138, -0.011, -0.302, -0.091, 0.064, -0.574, 0.136, 0.091, 0.082, 0.063, 0.100, 0.160, 0.126, 0.139, -0.022, -0.327, -0.090, 0.069, -0.569, 0.160, 0.077, 0.081, 0.090, 0.094, 0.155, 0.139, 0.124, -0.021, -0.316, -0.071, 0.029, -0.573, 0.150, 0.086, 0.085, 0.093, 0.093, 0.157, 0.137, 0.144]}

***

Record 3
{"formula": "C5H6N5O", "method": "wB97M-V/def2-TZVPD", "gap_ev": 9.1, "relative_energy_kcal_mol": 65.4, "total_charge": 1, "lumo_ha": -0.1814, "symbols": ["C", "C", "C", "C", "C", "N", "N", "N", "N", "N", "O", "H", "H", "H", "H", "H", "H"], "xyz": [[2.22837, -0.32273, -0.39660], [1.89630, 0.67546, -1.23417], [1.04175, -0.54228, 0.55973], [0.57162, 1.21825, -0.78526], [-3.18588, 0.81029, 0.56182], [-0.64688, -2.94397, -1.06727], [-0.08595, -2.29332, -0.36191], [-2.24383, 0.60237, 1.29131], [0.36589, -1.77065, 0.60605], [0.08554, 0.49633, 0.17431], [-3.98866, 1.08070, -0.19275], [3.11573, -0.92578, -0.29986], [2.53963, 1.11866, -1.97314], [1.21420, -0.17035, 1.63673], [0.32386, 2.11286, -1.34723], [-2.33019, 0.14555, 2.19690], [-0.90148, 0.70863, 0.63135]], "lowdin_charge": [0.058, 0.006, -0.295, 0.032, -0.326, 0.273, -0.188, 0.158, 0.082, 0.094, 0.275, 0.128, 0.118, 0.203, 0.151, 0.143, 0.089]}

***

Record 4
{"formula": "C20H24N2O2", "method": "wB97M-V/def2-TZVPD", "gap_ev": 8.5, "relative_energy_kcal_mol": 42.2, "lumo_ha": 0.0242, "smiles": "O=C(CCCOc1ccccc1)N1CCN(c2ccccc2)CC1", "symbols": ["O", "C", "N", "C", "H", "C", "N", "C", "C", "C", "C", "C", "C", "H", "H", "H", "H", "H", "C", "H", "C", "H", "H", "H", "H", "H", "H", "C", "C", "C", "H", "O", "C", "C", "C", "C", "C", "C", "H", "H", "H", "H", "H", "H", "H", "H", "H", "H"], "xyz": [[-1.35735, -2.58610, 1.67583], [-1.02061, -2.26495, 0.54909], [-0.00184, -1.39685, 0.34202], [0.60495, -1.02163, -0.91290], [0.02255, -1.37628, -1.75947], [2.03870, -1.58603, -0.98603], [2.82864, -1.12451, 0.13218], [3.58001, 0.04126, 0.01661], [4.37743, 0.23725, -1.11710], [5.17997, 1.35233, -1.24089], [5.22535, 2.30440, -0.23586], [4.45502, 2.11687, 0.89696], [3.64033, 1.00697, 1.02484], [3.04681, 0.90788, 1.92027], [4.47793, 2.84715, 1.69303], [5.85566, 3.17483, -0.33327], [5.78531, 1.47305, -2.12763], [4.38973, -0.50463, -1.90135], [2.19443, -1.48221, 1.38153], [2.80426, -1.14853, 2.21959], [0.76856, -0.92491, 1.47856], [0.27616, -1.27197, 2.38786], [0.78436, 0.17021, 1.46041], [2.13908, -2.57682, 1.41817], [2.49219, -1.28279, -1.92752], [1.99441, -2.68098, -0.95166], [0.65416, 0.07420, -0.95895], [-1.78675, -2.76143, -0.66634], [-2.75308, -1.68315, -1.16701], [-3.88041, -1.43448, -0.15563], [-3.49147, -1.46026, 0.86808], [-4.56253, -0.22488, -0.40797], [-3.96887, 0.95687, -0.07750], [-2.76632, 1.09457, 0.60880], [-2.27653, 2.35926, 0.89179], [-2.96399, 3.49240, 0.50037], [-4.16456, 3.35678, -0.17949], [-4.66303, 2.10387, -0.46764], [-5.59650, 1.97989, -0.99387], [-4.71483, 4.23370, -0.48701], [-2.57162, 4.47263, 0.72451], [-1.34339, 2.45299, 1.42884], [-2.20887, 0.23312, 0.94055], [-4.64521, -2.21023, -0.24644], [-3.18783, -1.98820, -2.12091], [-2.21934, -0.74396, -1.33131], [-1.11153, -3.07417, -1.46261], [-2.35953, -3.63251, -0.34353]], "lowdin_charge": [0.049, -0.476, -0.055, -0.117, 0.113, -0.131, -0.104, -0.230, -0.032, -0.092, -0.108, -0.092, -0.034, 0.096, 0.103, 0.097, 0.102, 0.104, -0.134, 0.120, -0.113, 0.124, 0.123, 0.133, 0.110, 0.131, 0.138, -0.098, -0.151, -0.184, 0.118, -0.041, -0.266, -0.020, -0.086, -0.106, -0.089, -0.011, 0.116, 0.102, 0.097, 0.100, 0.095, 0.136, 0.120, 0.106, 0.109, 0.127]}